1.
ORCA calculation (wB97M-V/def2-TZVPD) on CH2Br4OSi in the gas phase.

Computed properties:
* ΔE to the lowest compared entry with this formula, charge and spin: 1.217 eV
* SMILES: BrCO[Si](Br)(Br)Br
* energy: -10700.22771 Ha
* highest occupied orbital energy: -10.332 eV

Last column: Löwdin charge in e.
CARTESIAN COORDINATES (ANGSTROEM)
Br1 -1.44860 -1.80894 -0.53441  0.685
C1 -1.74374 -0.16477 0.38519  -0.420
O1 -0.15041 0.46605 0.49196  -0.477
Si1 1.33820 0.32593 -0.16705  -0.810
Br2 2.56300 -1.22361 0.77335  0.357
Br3 1.28462 -0.14631 -2.35531  0.289
Br4 2.46713 2.31514 0.02649  0.274
H1 -2.47274 0.44021 -0.07477  0.041
H2 -1.83746 -0.20369 1.45456  0.061



2.
ORCA calculation (wB97M-V/def2-TZVPD) on a gas-phase ion, C15H17BCl3F9O6P (charge -1).

Computed properties:
* charge: -1
* energy: -3679.06510 Ha
* highest occupied orbital energy: -5.398 eV

Last column: Löwdin charge in e.
CARTESIAN COORDINATES (ANGSTROEM)
C1 1.89441 3.99783 1.74524  0.030
C2 2.61919 3.83879 0.42137  -0.533
O1 3.75720 3.60232 0.32996  0.169
O2 1.77777 3.96453 -0.67889  0.102
C3 1.88601 2.80940 -1.46179  -0.449
O3 2.22477 2.89487 -2.56108  0.153
C4 1.59251 1.43194 -0.85637  0.009
C5 0.10537 1.03928 -0.91348  -0.297
O4 -0.83189 2.02799 -0.60322  -0.007
B1 -2.11957 1.44322 -1.01174  -1.199
Cl1 -3.03407 2.79160 -2.03058  0.504
C6 -3.19835 1.09426 0.16786  -0.193
C7 -2.55907 0.59557 1.48159  -0.694
C8 -3.50617 -0.38483 2.23878  -0.136
Cl2 -2.20922 1.98702 2.61287  0.554
O5 -1.82585 0.18994 -1.73017  -0.036
C9 -0.46793 0.16930 -2.08490  -0.571
C10 0.20428 -1.21386 -2.15037  -0.156
C11 -0.36574 -2.16884 -1.06268  -0.037
C12 0.66517 -3.18461 -0.54656  -0.416
F1 1.51976 -3.42152 -1.56962  0.109
F2 0.03317 -4.35930 -0.31899  0.109
C13 1.51672 -2.69059 0.67815  -0.360
F3 1.11235 -1.49492 1.07559  0.164
F4 2.76519 -2.49315 0.22329  0.150
C14 1.66434 -3.69119 1.85335  -0.378
F5 2.05399 -4.86760 1.40689  0.194
F6 2.68502 -3.24405 2.60116  0.160
C15 0.46494 -3.81839 2.82422  -0.589
F7 -0.53928 -4.51346 2.34370  0.201
F8 0.01756 -2.66827 3.25788  0.211
F9 0.91465 -4.48491 3.88987  0.171
P1 -0.39626 0.92155 -3.83388  0.706
O6 -0.34567 2.55635 -3.64281  -0.364
Cl3 1.49435 0.37127 -4.61941  0.168
H1 2.57346 3.83796 2.58469  0.084
H2 1.54651 5.03910 1.78891  0.094
H3 1.03165 3.32685 1.81361  0.084
H4 2.26666 0.73783 -1.36331  0.126
H5 1.87573 1.40818 0.20601  0.124
H6 0.02197 0.32920 -0.05615  0.122
H7 -3.85489 1.93586 0.41669  0.074
H8 -3.83446 0.28187 -0.22225  0.102
H9 -1.62332 0.05862 1.29169  0.071
H10 -4.53007 -0.22584 1.88724  0.069
H11 -3.44539 -0.19818 3.31520  0.043
H12 -3.19024 -1.41440 2.02467  0.067
H13 1.27908 -1.04953 -2.05952  0.095
H14 -0.06167 -1.63752 -3.12571  0.098
H15 -0.89858 -1.63613 -0.27031  0.116
H16 -1.11987 -2.77484 -1.57745  0.137
H17 0.39381 2.95342 -4.12921  0.042



3.
ORCA calculation (wB97M-V/def2-TZVPD) on 4 unconnected molecules or ions with the total composition C2H12NO3.

Computed properties:
* charge: +1
* ΔE to the lowest compared entry with this formula, charge and spin: 0.862 eV
* energy: -363.61917 Ha
* highest occupied orbital energy: -14.791 eV

Last column: Löwdin charge in e.
CARTESIAN COORDINATES (ANGSTROEM)
C1 1.14853 0.32208 -1.29638  -0.126
C2 1.66445 -0.74773 -1.86278  0.073
N1 0.67328 0.25028 0.10744  0.162
H1 0.74002 1.17444 -1.81357  0.123
H2 1.99382 -0.59610 -2.88508  0.084
H3 1.81520 -1.72770 -1.43523  0.082
H4 0.39312 -0.69044 0.42151  0.111
H5 1.40334 0.62801 0.71090  0.149
H6 -0.15422 0.80822 0.29935  0.112
H7 -3.19267 -0.67128 0.43561  0.053
H8 -2.77903 -0.05430 1.73965  0.049
O1 -2.43292 -0.27121 0.87315  -0.050
H9 0.52595 2.71005 2.41216  0.060
H10 0.51391 3.53111 1.11599  0.065
O2 0.41526 2.63835 1.46224  -0.036
H11 -1.18521 -2.13076 -0.76309  0.064
H12 -0.96867 -2.93645 0.50514  0.074
O3 -0.57415 -2.23657 -0.02703  -0.049



4.
ORCA calculation (wB97M-V/def2-TZVPD) on C4H7NO2 in the gas phase.

Computed properties:
* ΔE to the lowest compared entry with this formula, charge and spin: 2.508 eV
* SMILES: N/C(O)=C/[C@H]1CO1
* energy: -361.78867 Ha
* highest occupied orbital energy: -8.298 eV

Last column: Löwdin charge in e.
CARTESIAN COORDINATES (ANGSTROEM)
N1 1.76645 0.45527 1.90599  0.121
C1 0.84972 0.42004 0.87641  -0.445
O1 0.69993 1.66410 0.35455  0.075
C2 0.18017 -0.69316 0.51417  -0.024
C3 -1.03191 -0.84190 -0.32004  -0.283
C4 -1.58123 0.09128 -1.30942  -0.138
O2 -0.91413 -1.07325 -1.73726  -0.039
H1 2.55772 1.06616 1.76909  0.099
H2 1.99400 -0.43152 2.32866  0.098
H3 0.28395 1.57676 -0.51243  0.084
H4 0.53110 -1.61847 0.96422  0.103
H5 -1.76735 -1.51564 0.12582  0.136
H6 -1.08361 1.03387 -1.55049  0.099
H7 -2.66051 0.11634 -1.47622  0.114



HOMO-LUMO gap (computed, eV): 10.17 7.98 11.94 9.11